Record 1
Below is a single C2HF2IO molecule, with properties calculated with ωB97M-V with the def2-TZVPD basis set.

Cartesian coordinates (Å):
1 C 0.630 -0.277 0.200
2 C -0.657 0.520 -0.398
3 I -2.398 -0.654 -0.428
4 F 1.386 0.722 0.766
5 F 0.253 -1.131 1.080
6 O -0.577 1.660 -0.777
7 H 1.362 -0.840 -0.443

The calculation puts the energy above the lowest of the compared OMol25 structures with the same formula, charge and spin at 0.00 kcal/mol. The calculation puts the highest occupied orbital energy at -10.4 eV. The calculation puts the total energy at -17672.4191 eV. As for the SMILES: O=C(I)C(F)F. The value obtained for the LUMO energy is -0.13 eV. The orbital gap comes out at 10.23 eV.


Record 2
Below is a gas-phase ion, C2HF2O4S (charge -1), with properties calculated with ωB97M-V with the def2-TZVPD basis set.

Cartesian coordinates (Å):
1 S 1.911 -0.014 0.108
2 O 1.776 0.913 -0.966
3 C 0.146 0.026 0.639
4 F -0.059 -0.738 1.714
5 O 2.683 0.447 1.241
6 C -2.328 0.537 -0.430
7 H -2.963 -0.340 -0.144
8 O -0.772 0.095 -0.180
9 F -2.442 0.537 -1.803
10 O 2.047 -1.462 -0.179

The calculation puts the energy above the lowest of the compared OMol25 structures with the same formula, charge and spin at 93.21 kcal/mol. The calculation puts the highest occupied orbital energy (alpha / beta) at -4.5 / -4.5 eV. As for the total charge: -1. The calculation puts the total energy at -26548.0258 eV. The value obtained for the LUMO energy (alpha / beta) is 3.15 / 3.14 eV. The orbital gap (alpha / beta) comes out at 7.67 / 7.66 eV.


Record 3
Below is a molecular structure, C2HF3N2, with properties calculated with ωB97M-V with the def2-TZVPD basis set.

Cartesian coordinates (Å):
1 N 0.227 0.394 0.332
2 C 0.497 -0.326 1.415
3 N 0.014 0.662 2.108
4 F 0.597 0.712 -1.792
5 F -0.526 -1.147 -1.404
6 C -0.387 0.121 -1.081
7 F -1.457 0.900 -1.284
8 H 1.036 -1.316 1.708

The calculation puts the energy above the lowest of the compared OMol25 structures with the same formula, charge and spin at 91.73 kcal/mol. The calculation puts the highest occupied orbital energy at -9.6 eV. The calculation puts the total energy at -13218.2339 eV. The value obtained for the LUMO energy is -0.68 eV. The orbital gap comes out at 8.97 eV.


Record 4
Below is 2 unconnected molecules or ions with the total composition C2HF4P, with properties calculated with ωB97M-V with the def2-TZVPD basis set.

Cartesian coordinates (Å):
1 H -2.781 0.424 0.187
2 F -1.888 -1.246 -0.739
3 F 2.594 1.572 0.458
4 P 3.043 -0.958 -0.725
5 C -1.740 -0.144 0.023
6 F -0.783 0.671 -0.410
7 F -1.167 -0.667 1.202
8 C 2.722 0.348 0.004

The calculation puts the energy above the lowest of the compared OMol25 structures with the same formula, charge and spin at 61.89 kcal/mol. The calculation puts the highest occupied orbital energy at -10.0 eV. The calculation puts the total energy at -22246.3246 eV. As for the SMILES: FC(F)F.FC#P. The value obtained for the LUMO energy is 0.71 eV. The orbital gap comes out at 10.75 eV.


Record 5
Below is a molecular structure, C2HF5IrNO5S2, with properties calculated with ωB97M-V with the def2-TZVPD basis set.

Cartesian coordinates (Å):
1 O -1.792 -0.278 1.801
2 C -0.947 0.256 -0.919
3 C 2.515 -1.021 -0.214
4 Ir 2.394 -0.707 1.918
5 S -0.431 0.289 1.844
6 F -1.309 -1.026 -1.020
7 O 2.210 1.161 1.108
8 F 1.740 -1.839 -0.955
9 O -5.396 0.087 -0.489
10 O 1.970 1.657 -1.349
11 F -2.048 0.970 -0.675
12 O 0.535 -0.753 2.387
13 S 1.725 0.728 -0.254
14 F -0.502 0.624 -2.122
15 H -4.472 0.289 -0.209
16 F 3.676 -0.887 -0.902
17 N 0.131 0.453 0.051

As for the multiplicity: 6. The calculation puts the highest occupied orbital energy (alpha / beta) at -14.4 / -13.6 eV. As for the total charge: +1. The calculation puts the total energy at -51895.3675 eV. The value obtained for the LUMO energy (alpha / beta) is -7.06 / -9.50 eV. The orbital gap (alpha / beta) comes out at 7.37 / 4.05 eV.


Record 6
Below is a molecular structure, C2HFI2O, with properties calculated with ωB97M-V with the def2-TZVPD basis set.

Cartesian coordinates (Å):
1 C -0.575 -0.016 0.831
2 I 1.708 1.675 -0.929
3 H -0.641 0.052 -1.390
4 O -0.433 -0.982 1.454
5 C 0.315 0.105 -0.813
6 F -1.348 1.051 1.880
7 I 0.975 -1.886 -1.035

The calculation puts the energy above the lowest of the compared OMol25 structures with the same formula, charge and spin at 42.64 kcal/mol. The calculation puts the highest occupied orbital energy at -10.2 eV. The calculation puts the total energy at -23053.2290 eV. The value obtained for the LUMO energy is -1.43 eV. The orbital gap comes out at 8.78 eV.


Record 7
Below is a molecular structure, C2HFIN, with properties calculated with ωB97M-V with the def2-TZVPD basis set.

Cartesian coordinates (Å):
1 C -0.276 -0.717 0.479
2 H -1.446 1.221 0.551
3 C 0.246 0.057 -0.525
4 F 0.144 -0.271 -1.808
5 N -0.510 -1.507 1.263
6 I 1.841 1.217 0.040

The calculation puts the energy above the lowest of the compared OMol25 structures with the same formula, charge and spin at 95.67 kcal/mol. The calculation puts the highest occupied orbital energy (alpha / beta) at -10.5 / -9.2 eV. The calculation puts the total energy at -14392.9474 eV. The value obtained for the LUMO energy (alpha / beta) is -1.57 / -1.04 eV. The orbital gap (alpha / beta) comes out at 8.95 / 8.14 eV.


Record 8
Below is a single C2HFINO2 molecule, with properties calculated with ωB97M-V with the def2-TZVPD basis set.

Cartesian coordinates (Å):
1 H -0.577 0.414 -0.524
2 O -1.012 -1.099 1.360
3 I 0.456 2.604 3.616
4 C 1.455 1.079 2.707
5 F 2.848 1.231 2.770
6 O -0.433 0.837 0.336
7 C 0.823 0.201 1.949
8 N -0.217 -0.129 1.339

The calculation puts the energy above the lowest of the compared OMol25 structures with the same formula, charge and spin at 38.53 kcal/mol. The calculation puts the highest occupied orbital energy at -9.9 eV. The calculation puts the total energy at -18487.2811 eV. As for the SMILES: [O-][N+](O)=C=C(F)I. The value obtained for the LUMO energy is -0.76 eV. The orbital gap comes out at 9.10 eV.


Record 9
Below is a single C2HFN2O molecule, with properties calculated with ωB97M-V with the def2-TZVPD basis set.

Cartesian coordinates (Å):
1 N -1.439 0.167 -0.025
2 O 0.089 -1.339 0.014
3 N -1.203 -1.076 -0.041
4 C 0.726 -0.211 -0.039
5 F 1.973 -0.322 -0.032
6 C -0.178 0.846 -0.055
7 H 0.031 1.934 0.178

The calculation puts the energy above the lowest of the compared OMol25 structures with the same formula, charge and spin at 35.36 kcal/mol. The calculation puts the highest occupied orbital energy at -10.4 eV. The calculation puts the total energy at -9832.4466 eV. As for the SMILES: Fc1cnno1. The value obtained for the LUMO energy is 0.78 eV. The orbital gap comes out at 11.18 eV.


Record 10
Below is 2 unconnected molecules or ions with the total composition C2HFN2O2, with properties calculated with ωB97M-V with the def2-TZVPD basis set.

Cartesian coordinates (Å):
1 C 0.195 -0.458 0.252
2 O 2.285 0.010 0.396
3 F -0.196 1.700 2.179
4 N 1.500 -0.917 0.183
5 H 0.163 0.635 0.152
6 N -1.560 -1.909 1.480
7 O 1.856 -2.066 0.014
8 C -0.752 -1.204 1.017

The calculation puts the energy above the lowest of the compared OMol25 structures with the same formula, charge and spin at 227.78 kcal/mol. The calculation puts the highest occupied orbital energy (alpha / beta) at -10.8 / -10.8 eV. The calculation puts the total energy at -11872.7613 eV. The value obtained for the LUMO energy (alpha / beta) is -5.84 / -5.84 eV. The orbital gap (alpha / beta) comes out at 4.92 / 4.94 eV.


Record 11
Below is a gas-phase ion, C2HFNO2 (charge -1), with properties calculated with ωB97M-V with the def2-TZVPD basis set.

Cartesian coordinates (Å):
1 C 1.273 -0.222 0.118
2 O 1.793 0.348 -0.840
3 O 1.556 -0.806 1.112
4 N -1.008 0.936 0.380
5 F -2.487 0.926 0.079
6 H -0.670 -1.070 -0.720
7 C -0.457 -0.111 -0.129

The calculation puts the energy above the lowest of the compared OMol25 structures with the same formula, charge and spin at 9.73 kcal/mol. The calculation puts the highest occupied orbital energy at -4.4 eV. As for the total charge: -1. The calculation puts the total energy at -10391.7875 eV. As for the SMILES: O=C([O-])/C=N/F. The value obtained for the LUMO energy is 4.45 eV. The orbital gap comes out at 8.80 eV.


Record 12
Below is a molecular structure, C2HFO2Sr, with properties calculated with ωB97M-V with the def2-TZVPD basis set.

Cartesian coordinates (Å):
1 O -1.794 -0.984 0.553
2 F -0.233 1.802 1.846
3 H 0.587 1.844 1.218
4 O 1.156 0.509 -0.580
5 C -0.763 -0.617 0.165
6 C 0.331 -0.469 -0.670
7 Sr 0.716 -2.085 -2.532

The calculation puts the energy above the lowest of the compared OMol25 structures with the same formula, charge and spin at 9.32 kcal/mol. As for the multiplicity: 2. The calculation puts the highest occupied orbital energy (alpha / beta) at -11.4 / -12.2 eV. As for the total charge: +1. The calculation puts the total energy at -9728.2924 eV. The value obtained for the LUMO energy (alpha / beta) is -6.10 / -6.09 eV. The orbital gap (alpha / beta) comes out at 5.26 / 6.08 eV.


Number 1: strongest force on any atom 3.382 eV/Å. Number 2: strongest force on any atom 3.216 eV/Å. Number 3: strongest force on any atom 4.476 eV/Å. Number 4: strongest force on any atom 2.870 eV/Å. Number 5: strongest force on any atom 5.825 eV/Å. Number 6: strongest force on any atom 3.869 eV/Å. Number 7: strongest force on any atom 2.669 eV/Å. Number 8: strongest force on any atom 3.878 eV/Å. Number 9: strongest force on any atom 4.008 eV/Å. Number 10: strongest force on any atom 3.926 eV/Å. Number 11: strongest force on any atom 4.265 eV/Å. Number 12: strongest force on any atom 4.197 eV/Å.